Entry a
2 unconnected molecules or ions with the total composition C5H15NS. Source: the OMol25 dataset; level of theory: ωB97M-V with the def2-TZVPD basis set.

The geometry in XYZ format:
```
22
Properties=species:S:1:pos:R:3
S -1.23 0.54 1.77
N 0.95 0.91 -0.23
C 3.13 -0.22 -0.01
C -3.76 0.41 0.61
C 1.05 -1.55 -0.50
C -2.29 0.58 0.27
C 1.77 -0.23 -0.70
H 3.76 -1.03 -0.36
H -4.11 1.19 1.30
H -2.12 1.53 -0.23
H 3.04 -0.33 1.08
H 0.29 1.17 -0.95
H 0.20 -1.58 -1.18
H 0.72 -1.71 0.52
H -4.39 0.47 -0.28
H 1.52 1.74 -0.08
H 3.65 0.73 -0.17
H -3.92 -0.56 1.09
H -1.97 -0.24 -0.36
H 1.72 -2.38 -0.72
H 1.97 -0.05 -1.77
H 0.03 0.61 0.90
```

- E_HOMO (eV) = -7.74
- LUMO level (eV) = 0.7
- SMILES = CC(C)N.CCS
- frontier orbital gap (eV) = 8.4
- M (g mol⁻¹) = 121.25

Population analysis type natural (NBO), resulting atomic charges in e: atom 1 (S): -0.28, atom 2 (N): -0.79, atom 3 (C): -0.62, atom 4 (C): -0.61, atom 5 (C): -0.63, atom 6 (C): -0.50, atom 7 (C): -0.04, atom 8 (H): 0.22, atom 9 (H): 0.21, atom 10 (H): 0.19, atom 11 (H): 0.21, atom 12 (H): 0.38, atom 13 (H): 0.21, atom 14 (H): 0.23, atom 15 (H): 0.20, atom 16 (H): 0.38, atom 17 (H): 0.20, atom 18 (H): 0.21, atom 19 (H): 0.19, atom 20 (H): 0.22, atom 21 (H): 0.17, atom 22 (H): 0.24

***

Entry b
2 unconnected molecules or ions with the total composition C5H15NS. Source: the OMol25 dataset; level of theory: ωB97M-V with the def2-TZVPD basis set.

The geometry in XYZ format:
```
22
Properties=species:S:1:pos:R:3
S 0.91 0.69 -1.80
N -1.47 -0.76 -0.51
C -0.90 -1.13 0.78
C 2.56 1.45 0.32
C 1.55 1.98 -0.68
C -2.59 0.16 -0.37
C 0.19 -2.18 0.64
H -1.69 -1.48 1.46
H -0.19 0.18 -1.04
H -3.12 0.23 -1.32
H -2.19 1.15 -0.15
H 0.59 -2.43 1.62
H 1.94 2.79 -1.30
H -3.30 -0.13 0.40
H 2.12 0.66 0.93
H -1.71 -1.58 -1.05
H 3.40 1.00 -0.20
H 0.68 2.36 -0.14
H -0.48 -0.22 1.22
H -0.24 -3.10 0.23
H 1.00 -1.86 -0.02
H 2.95 2.23 0.97
```

- E_HOMO (eV) = -8.20
- LUMO level (eV) = 0.9
- SMILES = CCNC.CCS
- frontier orbital gap (eV) = 9.1
- M (g mol⁻¹) = 121.25

Population analysis type natural (NBO), resulting atomic charges in e: atom 1 (S): -0.18, atom 2 (N): -0.63, atom 3 (C): -0.22, atom 4 (C): -0.61, atom 5 (C): -0.51, atom 6 (C): -0.41, atom 7 (C): -0.62, atom 8 (H): 0.17, atom 9 (H): 0.20, atom 10 (H): 0.21, atom 11 (H): 0.20, atom 12 (H): 0.22, atom 13 (H): 0.21, atom 14 (H): 0.18, atom 15 (H): 0.20, atom 16 (H): 0.37, atom 17 (H): 0.21, atom 18 (H): 0.20, atom 19 (H): 0.19, atom 20 (H): 0.20, atom 21 (H): 0.23, atom 22 (H): 0.20

***

The structure with the greatest stability is entry a.

***

Entry a
C9H11NO3 in the gas phase. Source: the OMol25 dataset; level of theory: ωB97M-V with the def2-TZVPD basis set.

The geometry in XYZ format:
```
24
Properties=species:S:1:pos:R:3
O -0.05 -0.95 0.96
O -0.13 1.24 0.40
O 0.11 -0.03 -1.74
N 1.16 0.01 -1.06
C -2.87 -1.24 0.61
C 2.31 1.07 0.83
C -0.72 -0.01 0.53
C -2.74 1.03 -0.57
C 2.06 -0.98 -1.02
C -2.08 -0.09 0.13
C 3.11 -0.97 -0.16
C 1.20 1.14 -0.15
C 3.22 0.07 0.80
H 4.03 0.04 1.51
H 3.82 -1.78 -0.16
H -3.93 -1.01 0.62
H -3.13 1.76 0.15
H 2.35 1.86 1.56
H -3.57 0.67 -1.17
H -2.53 -1.53 1.61
H 1.26 2.07 -0.74
H -2.71 -2.11 -0.03
H -2.02 1.55 -1.21
H 1.86 -1.79 -1.71
```

- E_HOMO (spin up / spin down) (eV) = -7.84 / -8.08
- LUMO level (spin up / spin down) (eV) = -0.4 / -0.9
- frontier orbital gap (spin up / spin down) (eV) = 7.4 / 7.2
- M (g mol⁻¹) = 181.19

Population analysis type natural (NBO), resulting atomic charges in e: atom 1 (O): -0.60, atom 2 (O): -0.53, atom 3 (O): -0.42, atom 4 (N): 0.06, atom 5 (C): -0.67, atom 6 (C): -0.19, atom 7 (C): 0.67, atom 8 (C): -0.67, atom 9 (C): 0.00, atom 10 (C): 0.11, atom 11 (C): -0.24, atom 12 (C): 0.18, atom 13 (C): -0.21, atom 14 (H): 0.22, atom 15 (H): 0.22, atom 16 (H): 0.22, atom 17 (H): 0.23, atom 18 (H): 0.22, atom 19 (H): 0.22, atom 20 (H): 0.24, atom 21 (H): 0.21, atom 22 (H): 0.24, atom 23 (H): 0.25, atom 24 (H): 0.23

***

Entry b
A molecular structure, C9H11NO3. Source: the OMol25 dataset; level of theory: ωB97M-V with the def2-TZVPD basis set.

The geometry in XYZ format:
```
24
Properties=species:S:1:pos:R:3
O -1.21 2.25 -1.97
O 1.33 -0.92 0.58
O 1.09 -3.23 0.86
N 3.00 -1.76 1.31
C -1.05 -1.06 0.54
C 3.29 -0.59 2.24
C 0.15 0.79 -0.57
C -1.08 1.22 -1.05
C -2.35 2.50 -2.77
C -2.20 -0.49 0.22
C 0.21 -0.45 0.22
C 1.71 -2.14 1.03
C -2.20 0.61 -0.58
H 3.13 -2.76 1.92
H -2.18 1.57 -3.77
H -3.34 1.16 -0.60
H 3.80 0.24 1.54
H -3.42 2.32 -2.25
H -1.99 3.39 -3.41
H 2.01 -0.44 2.76
H -3.24 -0.81 0.52
H -0.59 -1.96 0.97
H 1.11 1.28 -0.98
H 4.00 -0.72 3.23
```

- E_HOMO (eV) = -8.41
- LUMO level (eV) = 0.4
- frontier orbital gap (eV) = 8.8
- M (g mol⁻¹) = 181.19

Population analysis type natural (NBO), resulting atomic charges in e: atom 1 (O): -0.53, atom 2 (O): -0.50, atom 3 (O): -0.59, atom 4 (N): -0.62, atom 5 (C): -0.33, atom 6 (C): -0.44, atom 7 (C): -0.29, atom 8 (C): 0.28, atom 9 (C): -0.27, atom 10 (C): -0.18, atom 11 (C): 0.34, atom 12 (C): 0.87, atom 13 (C): -0.28, atom 14 (H): 0.37, atom 15 (H): 0.15, atom 16 (H): 0.20, atom 17 (H): 0.24, atom 18 (H): 0.22, atom 19 (H): 0.23, atom 20 (H): 0.20, atom 21 (H): 0.22, atom 22 (H): 0.25, atom 23 (H): 0.23, atom 24 (H): 0.24

***

The structure with the greatest stability is entry a.

***

Entry a
2 unconnected molecules or ions with the total composition C2H4ClNO. Source: the OMol25 dataset; level of theory: ωB97M-V with the def2-TZVPD basis set.

The geometry in XYZ format:
```
9
Properties=species:S:1:pos:R:3
Cl 1.52 -1.24 -0.97
O 0.39 2.10 1.33
N -0.16 -1.11 -0.85
C -0.67 -0.39 0.25
C 0.57 1.24 0.57
H 1.46 1.11 -0.04
H -0.72 -0.79 -1.65
H -0.57 -0.89 1.25
H -1.81 -0.04 0.13
```

- E_HOMO (eV) = -8.05
- LUMO level (eV) = 0.6
- frontier orbital gap (eV) = 8.7
- M (g mol⁻¹) = 93.51

Population analysis type natural (NBO), resulting atomic charges in e: atom 1 (Cl): 0.13, atom 2 (O): -0.50, atom 3 (N): -0.66, atom 4 (C): -0.33, atom 5 (C): 0.43, atom 6 (H): 0.12, atom 7 (H): 0.39, atom 8 (H): 0.20, atom 9 (H): 0.22

***

Entry b
2 unconnected molecules or ions with the total composition C2H4ClNO. Source: the OMol25 dataset; level of theory: ωB97M-V with the def2-TZVPD basis set.

The geometry in XYZ format:
```
9
Properties=species:S:1:pos:R:3
Cl -1.52 0.93 0.80
O -2.08 -1.49 -0.57
N -1.19 -1.25 -1.24
C 1.04 0.08 0.45
C -0.14 0.60 -0.24
H 1.10 0.54 1.43
H 0.92 -0.92 0.70
H 1.90 0.26 -0.16
H -0.03 1.25 -1.17
```

- E_HOMO (spin up / spin down) (eV) = -7.88 / -8.33
- LUMO level (spin up / spin down) (eV) = 0.2 / -0.1
- frontier orbital gap (spin up / spin down) (eV) = 8.1 / 8.2
- M (g mol⁻¹) = 93.51

Population analysis type natural (NBO), resulting atomic charges in e: atom 1 (Cl): -0.04, atom 2 (O): -0.18, atom 3 (N): 0.22, atom 4 (C): -0.69, atom 5 (C): -0.19, atom 6 (H): 0.23, atom 7 (H): 0.22, atom 8 (H): 0.23, atom 9 (H): 0.21

***

The structure with the greatest stability is entry a.

***

Entry a
4 unconnected molecules or ions with the total composition C34H30NO10PS2. Source: the OMol25 dataset; level of theory: ωB97M-V with the def2-TZVPD basis set.

The geometry in XYZ format:
```
78
Properties=species:S:1:pos:R:3
S -4.32 -0.71 -3.23
S 1.25 4.17 -1.92
P -1.13 -1.81 1.51
O -0.78 -1.77 -3.49
O -5.86 -0.39 8.13
O -1.83 0.46 4.79
O 4.14 1.97 0.96
O -1.21 -2.79 2.87
O 2.08 3.77 1.16
O -0.04 -2.24 0.60
O -2.65 -1.90 0.80
O 5.28 -2.81 2.95
O 3.79 -4.46 -3.55
N -0.83 2.14 -2.61
C 1.38 3.08 -3.39
C 5.02 -1.71 2.50
C -4.89 1.01 6.51
C -2.80 -0.94 6.41
C 0.38 1.22 -4.70
C 0.61 2.95 -0.70
C 2.74 -3.84 -3.53
C -3.81 -1.15 7.25
C 4.46 -0.64 3.35
C 1.87 -3.78 -4.73
C 4.18 0.56 2.85
C -0.40 2.01 -1.25
C 0.58 1.90 1.58
C 4.95 -0.20 0.57
C 1.09 2.91 0.66
C 2.29 -3.12 -2.33
C 2.51 3.17 -4.30
C -0.97 -0.08 2.14
C 1.52 1.30 -5.61
C -0.44 0.95 1.10
C 0.72 -3.11 -4.72
C -3.27 1.80 -2.29
C 5.24 -1.40 1.07
C 2.61 2.28 -5.44
C 4.40 0.87 1.42
C -4.28 0.62 -1.93
C -4.93 -0.19 7.36
C -3.88 1.23 5.67
C -2.76 0.27 5.56
C -1.94 1.24 -2.97
C 0.26 2.12 -3.55
C -0.89 1.01 -0.30
C 1.14 -2.44 -2.31
C 0.27 -2.39 -3.50
H -3.86 -2.03 7.89
H 3.46 2.28 -6.16
H -3.44 -1.66 -2.75
H -5.72 1.70 6.60
H 1.63 0.62 -6.50
H -1.97 -1.63 6.32
H 4.31 -0.88 4.40
H 0.94 1.85 2.63
H -2.69 -2.75 0.32
H 0.80 -1.90 -1.43
H -3.83 2.10 5.03
H -1.71 0.18 -2.66
H -1.99 0.27 2.45
H -2.05 -3.29 2.86
H 2.89 3.44 0.71
H -3.07 2.38 -1.35
H -3.73 2.48 -3.05
H 5.10 0.04 -0.48
H 0.07 -3.06 -5.58
H -5.32 1.06 -1.94
H 2.94 -3.17 -1.46
H -0.35 -0.01 3.08
H -4.03 0.14 -0.95
H -1.64 0.25 -0.61
H -2.17 1.23 -4.07
H 5.64 -2.20 0.46
H 3.78 1.36 3.46
H 3.32 3.93 -4.13
H 2.21 -4.32 -5.61
H -0.40 0.44 -4.89
```

- E_HOMO (eV) = -7.67
- LUMO level (eV) = -1.9
- SMILES = O=P(O)(O)Cc1cc(O)c2c(c1)N(CCCS)c1ccccc1S2.O=C1C=CC(=O)C=C1.O=C1C=CC(=O)C=C1.O=C1C=CC(=O)C=C1
- frontier orbital gap (eV) = 5.7
- M (g mol⁻¹) = 707.72

Population analysis type Löwdin, resulting atomic charges in e: atom 1 (S): 0.67, atom 2 (S): 0.97, atom 3 (P): 0.56, atom 4 (O): 0.06, atom 5 (O): 0.11, atom 6 (O): 0.08, atom 7 (O): 0.09, atom 8 (O): -0.17, atom 9 (O): -0.03, atom 10 (O): -0.29, atom 11 (O): -0.17, atom 12 (O): 0.11, atom 13 (O): 0.10, atom 14 (N): -0.06, atom 15 (C): -0.41, atom 16 (C): -0.38, atom 17 (C): 0.02, atom 18 (C): 0.02, atom 19 (C): -0.02, atom 20 (C): -0.33, atom 21 (C): -0.39, atom 22 (C): 0.02, atom 23 (C): 0.03, atom 24 (C): 0.02, atom 25 (C): 0.03, atom 26 (C): -0.17, atom 27 (C): 0.04, atom 28 (C): 0.03, atom 29 (C): -0.30, atom 30 (C): 0.03, atom 31 (C): -0.10, atom 32 (C): -0.19, atom 33 (C): -0.08, atom 34 (C): -0.20, atom 35 (C): 0.02, atom 36 (C): -0.22, atom 37 (C): 0.03, atom 38 (C): -0.09, atom 39 (C): -0.36, atom 40 (C): -0.51, atom 41 (C): -0.39, atom 42 (C): 0.03, atom 43 (C): -0.37, atom 44 (C): -0.22, atom 45 (C): -0.18, atom 46 (C): 0.03, atom 47 (C): 0.03, atom 48 (C): -0.37, atom 49 (H): 0.12, atom 50 (H): 0.10, atom 51 (H): -0.14, atom 52 (H): 0.12, atom 53 (H): 0.09, atom 54 (H): 0.12, atom 55 (H): 0.12, atom 56 (H): 0.12, atom 57 (H): 0.08, atom 58 (H): 0.09, atom 59 (H): 0.12, atom 60 (H): 0.07, atom 61 (H): 0.10, atom 62 (H): 0.07, atom 63 (H): 0.08, atom 64 (H): 0.11, atom 65 (H): 0.11, atom 66 (H): 0.12, atom 67 (H): 0.12, atom 68 (H): 0.07, atom 69 (H): 0.12, atom 70 (H): 0.09, atom 71 (H): 0.06, atom 72 (H): 0.09, atom 73 (H): 0.12, atom 74 (H): 0.12, atom 75 (H): 0.12, atom 76 (H): 0.10, atom 77 (H): 0.12, atom 78 (H): 0.09

***

Entry b
4 unconnected molecules or ions with the total composition C34H30NO10PS2. Source: the OMol25 dataset; level of theory: ωB97M-V with the def2-TZVPD basis set.

The geometry in XYZ format:
```
78
Properties=species:S:1:pos:R:3
S 0.02 5.26 -1.38
S -4.10 -0.91 -1.88
P 2.47 0.26 0.24
O -1.09 3.36 1.80
O 2.65 1.72 -0.41
O -1.67 0.96 6.48
O 8.46 -1.26 -5.37
O 1.64 0.25 1.44
O 1.05 -4.10 4.91
O 3.97 -0.25 0.52
O 3.93 -2.13 -2.78
O -2.20 -3.28 -1.84
O -2.36 -3.88 0.87
N -2.56 1.51 -1.45
C -0.77 1.41 3.07
C 1.89 -0.76 -1.11
C -2.35 -0.88 -1.66
C -1.06 -3.40 4.14
C -1.74 0.36 -1.44
C -2.00 2.90 5.19
C -1.86 3.50 4.01
C -1.83 2.78 -1.39
C -3.95 2.36 0.42
C -5.61 0.14 0.16
C 4.97 -1.93 -3.38
C -0.37 0.39 -1.24
C -1.10 3.04 -2.72
C -5.06 2.20 1.25
C -3.66 1.41 -0.56
C 0.27 -4.05 3.99
C -0.23 -2.01 -1.48
C -0.91 0.81 4.25
C -1.23 2.80 2.87
C -4.50 0.30 -0.66
C -1.58 -3.94 1.80
C -1.61 -2.06 -1.67
C 0.18 3.86 -2.55
C 0.61 -4.64 2.67
C -5.91 1.09 1.12
C 7.42 -1.85 -3.35
C -1.92 -3.35 3.12
C 7.42 -1.46 -4.78
C -0.25 -4.58 1.65
C 6.28 -2.07 -2.70
C 4.97 -1.54 -4.81
C 0.39 -0.78 -1.28
C 6.11 -1.32 -5.46
C -1.54 1.50 5.40
H -2.71 -3.42 -1.03
H 0.41 4.35 -3.49
H 6.14 -1.04 -6.50
H -0.84 2.09 -3.20
H -0.31 0.91 2.23
H 2.27 -1.77 -1.01
H 4.61 0.46 0.39
H 6.25 -2.35 -1.65
H 8.38 -1.94 -2.87
H -1.15 2.81 -0.55
H 0.46 4.67 -0.26
H -2.46 3.39 6.04
H -0.03 -5.00 0.68
H -2.52 3.61 -1.26
H 1.01 3.24 -2.23
H 0.15 1.32 -1.06
H -3.32 3.22 0.57
H -2.19 4.52 3.84
H 4.00 -1.45 -5.28
H -0.58 -0.20 4.43
H -5.30 2.93 2.01
H -1.79 3.57 -3.37
H 1.58 -5.10 2.58
H 2.79 2.36 0.31
H -2.89 -2.88 3.20
H 0.34 -2.92 -1.50
H -6.75 1.00 1.79
H 2.33 -0.39 -2.03
H -1.28 -2.98 5.11
H -6.24 -0.73 0.05
```

- E_HOMO (eV) = -7.65
- LUMO level (eV) = -1.9
- SMILES = O=P(O)(O)Cc1cc(O)c2c(c1)N(CCCS)c1ccccc1S2.O=C1C=CC(=O)C=C1.O=C1C=CC(=O)C=C1.O=C1C=CC(=O)C=C1
- frontier orbital gap (eV) = 5.8
- M (g mol⁻¹) = 707.72

Population analysis type Löwdin, resulting atomic charges in e: atom 1 (S): 0.72, atom 2 (S): 1.07, atom 3 (P): 0.44, atom 4 (O): 0.07, atom 5 (O): -0.13, atom 6 (O): 0.10, atom 7 (O): 0.11, atom 8 (O): -0.26, atom 9 (O): 0.11, atom 10 (O): -0.12, atom 11 (O): 0.09, atom 12 (O): 0.01, atom 13 (O): 0.10, atom 14 (N): -0.02, atom 15 (C): 0.03, atom 16 (C): -0.18, atom 17 (C): -0.36, atom 18 (C): 0.02, atom 19 (C): -0.20, atom 20 (C): 0.02, atom 21 (C): 0.02, atom 22 (C): -0.22, atom 23 (C): -0.02, atom 24 (C): -0.10, atom 25 (C): -0.37, atom 26 (C): 0.02, atom 27 (C): -0.23, atom 28 (C): -0.08, atom 29 (C): -0.21, atom 30 (C): -0.38, atom 31 (C): 0.03, atom 32 (C): 0.03, atom 33 (C): -0.37, atom 34 (C): -0.44, atom 35 (C): -0.36, atom 36 (C): -0.33, atom 37 (C): -0.52, atom 38 (C): 0.03, atom 39 (C): -0.09, atom 40 (C): 0.02, atom 41 (C): 0.03, atom 42 (C): -0.39, atom 43 (C): 0.03, atom 44 (C): 0.02, atom 45 (C): 0.02, atom 46 (C): -0.23, atom 47 (C): 0.02, atom 48 (C): -0.39, atom 49 (H): 0.07, atom 50 (H): 0.06, atom 51 (H): 0.12, atom 52 (H): 0.11, atom 53 (H): 0.09, atom 54 (H): 0.09, atom 55 (H): 0.08, atom 56 (H): 0.12, atom 57 (H): 0.12, atom 58 (H): 0.08, atom 59 (H): -0.16, atom 60 (H): 0.12, atom 61 (H): 0.12, atom 62 (H): 0.11, atom 63 (H): 0.05, atom 64 (H): 0.09, atom 65 (H): 0.09, atom 66 (H): 0.12, atom 67 (H): 0.12, atom 68 (H): 0.11, atom 69 (H): 0.10, atom 70 (H): 0.11, atom 71 (H): 0.12, atom 72 (H): 0.09, atom 73 (H): 0.12, atom 74 (H): 0.12, atom 75 (H): 0.10, atom 76 (H): 0.10, atom 77 (H): 0.12, atom 78 (H): 0.10

***

The structure with the greatest stability is entry b.